{
  "formula": "C15H11N5O6RuS2",
  "method": "wB97M-V/def2-TZVPD",
  "species": ["Ru", "O", "C", "O", "C", "C", "C", "C", "C", "N", "C", "O", "O", "H", "H", "H", "H", "N", "C", "S", "N", "N", "C", "C", "C", "C", "C", "C", "C", "O", "H", "H", "H", "H", "H", "H", "H", "O", "S", "N"],
  "xyz": [[-0.0157, -0.2961, 0.3572], [-1.0809, 3.6095, 1.9780], [-0.5162, 2.4545, 1.5248], [-1.2493, 1.4377, 1.3776], [0.8637, 2.4534, 1.2744], [1.7723, 3.5290, 1.4611], [3.0916, 3.3447, 1.1681], [3.5487, 2.0983, 0.6641], [2.6270, 1.0942, 0.4957], [1.3432, 1.2537, 0.8104], [2.9675, -0.2687, -0.0945], [4.1243, -0.5294, -0.3789], [1.9456, -1.0415, -0.2627], [-2.0144, 3.3922, 2.0999], [1.3946, 4.4697, 1.8368], [3.7931, 4.1569, 1.3136], [4.5774, 1.9085, 0.3989], [0.3296, -4.9481, 1.7516], [-0.0263, -3.6283, 1.4772], [0.5839, -2.5906, 2.7310], [-0.6369, -3.4328, 0.3703], [-1.1760, -2.2030, 0.0163], [-0.9492, -1.9444, -1.2367], [-1.7461, -0.9909, -2.0500], [-2.7535, -1.4620, -2.8825], [-3.4490, -0.5865, -3.7024], [-3.1048, 0.7650, -3.6949], [-2.0927, 1.2395, -2.8829], [-1.3927, 0.3589, -2.0480], [-0.4119, 0.7825, -1.2691], [1.2297, -5.0455, 2.1993], [0.2489, -5.5200, 0.9227], [-0.2679, -2.6130, -1.7675], [-2.9958, -2.5188, -2.8794], [-4.2460, -0.9493, -4.3376], [-3.6391, 1.4572, -4.3351], [-1.8189, 2.2865, -2.8682], [0.9829, -0.4661, 4.6179], [0.0156, -0.0231, 3.5742], [0.1434, -1.0338, 2.2693]],
  "atomic_forces_ev_per_a": [[0.130, 0.240, 0.141], [-0.017, -0.023, -0.013], [0.029, 0.013, 0.018], [-0.027, 0.020, -0.011], [-0.013, 0.011, 0.008], [-0.018, -0.007, 0.006], [0.006, -0.034, -0.017], [0.020, 0.034, 0.010], [-0.102, -0.026, 0.021], [-0.099, -0.114, -0.110], [0.069, -0.045, -0.070], [-0.005, 0.000, 0.018], [-0.003, 0.024, 0.090], [0.011, 0.015, 0.005], [0.020, 0.008, -0.002], [0.005, 0.003, -0.002], [0.006, 0.016, 0.005], [-0.017, -0.012, 0.004], [0.087, 0.069, -0.028], [-0.020, -0.099, 0.011], [-0.036, -0.075, 0.015], [0.317, 0.252, 0.001], [-0.241, -0.230, -0.180], [0.137, -0.053, 0.033], [-0.018, 0.030, -0.047], [0.037, 0.021, 0.035], [-0.017, -0.042, -0.012], [-0.019, 0.030, -0.019], [0.036, 0.080, 0.050], [-0.113, -0.052, 0.006], [-0.016, -0.004, 0.006], [0.004, 0.005, 0.003], [-0.079, -0.058, -0.028], [0.001, -0.003, 0.000], [-0.004, 0.004, -0.004], [-0.003, -0.002, -0.001], [-0.002, -0.001, -0.001], [-0.023, 0.027, -0.001], [0.050, -0.028, 0.064], [-0.072, 0.004, -0.004]],
  "lowdin_charge": [1.485, 0.076, -0.537, -0.128, -0.226, -0.019, -0.081, -0.021, -0.194, 0.001, -0.593, 0.041, -0.142, 0.112, 0.106, 0.094, 0.104, 0.028, -0.725, 0.919, 0.000, -0.072, -0.147, -0.172, -0.053, -0.117, -0.105, -0.015, -0.362, -0.212, 0.065, 0.085, 0.135, 0.110, 0.088, 0.094, 0.112, -0.621, 0.782, -0.895],
  "multiplicity": 6,
  "e_tot_ev": -59720.9522,
  "orbital_gap_ev": [5.730, 7.251],
  "charge": -1
}